Entry 1:
Entry from OMol25: the molecule C6H9N (ωB97M-V/def2-TZVPD).

XYZ file:
```
16
Properties=species:S:1:pos:R:3:forces:R:3:mulliken_charge:R:1
C 1.859510 -0.563774 -0.382387 0.294 -0.241 -0.468 -1.00
H 2.343457 0.291873 -0.849017 -0.110 -0.090 0.168 0.35
H -2.833754 -0.021414 -0.683364 0.116 -0.107 0.061 0.32
C 0.360678 -0.561449 0.702196 -0.033 -0.126 0.091 0.10
H 1.292131 -1.075433 -1.167857 0.035 0.047 0.078 0.40
C -0.844876 0.011237 0.129540 0.092 0.155 0.014 0.39
C 1.307422 0.444410 1.068095 -0.306 0.141 0.080 -0.64
H -2.477914 -1.356426 0.424241 0.028 0.073 -0.120 0.28
H 2.601128 -1.241316 0.033995 -0.134 0.144 -0.006 0.27
H -1.823298 -1.371449 -1.216036 0.000 0.114 0.145 0.25
H 1.030829 2.516433 0.755899 -0.039 -0.151 -0.037 0.18
C -0.599611 1.347918 0.113913 -0.034 -0.104 -0.051 -0.70
H 0.440347 -1.590482 1.041091 -0.002 0.179 -0.072 0.45
N 0.658394 1.592317 0.611998 0.047 0.122 0.064 0.01
C -2.054947 -0.720728 -0.361920 -0.060 -0.032 0.006 -1.09
H -1.244261 2.154694 -0.220407 0.107 -0.123 0.049 0.42
```
Forces are in eV/Å.

Computed properties:
Spin multiplicity: 1
ΔE to the lowest compared entry with this formula, charge and spin, eV: 3.539
E, eV: -7854.62082

***

Entry 2:
Entry from OMol25: a 3-piece molecular cluster, C6H9N overall (ωB97M-V/def2-TZVPD).

XYZ file:
```
16
Properties=species:S:1:pos:R:3:forces:R:3:mulliken_charge:R:1
H -1.417470 -0.659129 -2.658002 0.091 0.052 -0.068 0.07
H 0.741453 -0.791204 3.101591 0.023 0.123 -0.087 0.29
H -1.803670 -0.718480 -1.827362 0.165 0.120 0.171 0.23
C 0.947287 0.211364 -0.074907 -0.001 0.062 -0.026 -0.74
C 0.312372 0.023512 1.148699 -0.076 -0.048 -0.036 0.87
C -0.120399 0.337446 -2.439370 -0.069 0.025 -0.004 -0.83
H 0.767610 0.234819 -3.067350 -0.115 -0.017 0.084 0.28
C -0.038496 0.008208 -1.073139 -0.080 -0.011 -0.048 0.50
H 0.497543 0.958155 3.089053 0.056 -0.118 -0.090 0.27
C -1.006371 -0.406213 0.834753 0.042 -0.002 0.117 -0.76
H -1.735811 -0.838287 1.512033 0.109 0.068 -0.094 0.41
N -1.187636 -0.421531 -0.481256 0.056 -0.026 -0.091 -0.39
H -0.822785 1.082519 -2.804409 0.081 -0.146 0.090 0.31
C 0.916344 0.120513 2.518838 0.035 0.010 0.065 -1.14
H 1.999173 0.268737 2.456070 -0.164 -0.026 0.001 0.31
H 1.950857 0.589573 -0.235243 -0.153 -0.068 0.018 0.34
```
Forces are in eV/Å.

Computed properties:
Spin multiplicity: 1
ΔE to the lowest compared entry with this formula, charge and spin, eV: 4.495
E, eV: -7853.66474

***

Entry 3:
Entry from OMol25: C6H9N as an isolated structure (ωB97M-V/def2-TZVPD).

XYZ file:
```
16
Properties=species:S:1:pos:R:3:forces:R:3:mulliken_charge:R:1
H -1.709814 -0.026204 1.744714 0.076 0.029 -0.109 0.42
H -0.381630 1.953665 -0.026377 -0.003 -0.165 0.006 0.28
C -0.936276 1.027910 -0.218564 0.042 0.191 0.043 -0.67
C 0.024971 -1.078767 0.656422 0.079 -0.224 0.258 -0.59
H -1.949260 -1.810335 -0.453936 0.253 -0.112 -0.056 0.42
H 2.338994 0.878236 -0.829924 -0.061 -0.073 0.101 0.29
H -1.919128 1.268556 -0.637112 0.171 0.048 0.064 0.31
H 0.339979 -1.777176 1.427244 -0.091 0.190 -0.090 0.40
H -0.238629 -0.016445 -2.162890 -0.064 -0.021 0.202 0.45
C -0.309333 -0.097057 -1.076180 -0.077 0.141 -0.418 -0.33
H 2.701944 -0.127949 0.582816 -0.117 0.055 -0.109 0.32
C -1.105908 -0.050437 0.845078 -0.267 0.125 0.256 -0.25
H 1.493280 1.163192 0.717198 0.054 -0.109 -0.113 0.31
N 0.911488 -0.589515 -0.381345 0.004 0.069 0.071 -0.15
C -1.159826 -1.107370 -0.233130 -0.125 -0.215 -0.109 -0.30
C 1.899150 0.389695 0.045984 0.125 0.070 0.001 -0.90
```
Forces are in eV/Å.

Computed properties:
Spin multiplicity: 1
ΔE to the lowest compared entry with this formula, charge and spin, eV: 3.277
E, eV: -7854.88279

***

Entry 4:
Entry from OMol25: the molecule C6H9N (ωB97M-V/def2-TZVPD).

XYZ file:
```
16
Properties=species:S:1:pos:R:3:forces:R:3:mulliken_charge:R:1
H 0.780287 -2.542569 -0.812633 -0.094 0.235 -0.122 0.35
C -0.232341 1.139394 1.338518 0.032 -0.048 -0.037 -0.63
C -0.309040 1.557470 -1.252991 -0.014 0.017 -0.038 -1.18
H -0.527603 2.132825 1.669305 0.201 -0.308 -0.029 0.38
H 0.700970 -1.895567 1.612304 -0.233 0.202 -0.034 0.21
C 0.208254 -1.650081 -1.103345 0.016 0.069 0.035 -1.27
H 0.641970 -1.243014 -2.028087 -0.143 -0.157 0.285 0.33
H 0.132861 -0.028474 3.213970 -0.003 0.024 -0.248 0.39
C 0.194351 -0.629939 -0.003577 -0.023 0.121 0.037 -0.10
C -0.130697 0.709386 -0.022994 -0.018 -0.124 -0.048 0.98
N 0.328989 -1.005903 1.313848 -0.044 0.008 0.023 -0.01
H 0.220293 2.512754 -1.139741 -0.117 -0.193 -0.030 0.31
H -0.826069 -1.967701 -1.312351 0.347 0.010 -0.073 0.24
C 0.069834 0.063315 2.136439 0.035 0.109 -0.011 -0.54
H 0.107689 1.056038 -2.136633 -0.116 0.121 0.196 0.30
H -1.359750 1.792065 -1.472032 0.176 -0.086 0.095 0.24
```
Forces are in eV/Å.

Computed properties:
Spin multiplicity: 1
SMILES string: Cc1cc[nH]c1C
ΔE to the lowest compared entry with this formula, charge and spin, eV: 0.131
E, eV: -7858.02879

***

Entry 5:
Entry from OMol25: C6H9N as an isolated structure in a non-equilibrium geometry (ωB97M-V/def2-TZVPD).

XYZ file:
```
16
Properties=species:S:1:pos:R:3:forces:R:3:mulliken_charge:R:1
C -1.071420 -0.740912 -0.021042 3.886 4.458 -0.072 0.27
H 0.242479 2.360328 1.081476 0.049 -0.143 -0.004 0.25
H -0.154836 -2.351282 -0.758327 -0.069 -0.683 1.564 0.26
C -0.581083 -2.090339 0.262589 -2.449 -0.828 -1.107 -1.06
H 2.651545 0.622471 -0.238834 -1.556 -1.017 0.120 0.32
H 0.918615 2.667357 -0.555570 -1.120 -0.337 0.478 0.32
H 1.676945 -0.574519 -1.291910 0.691 0.119 1.436 0.24
H -0.906104 2.271078 -0.271736 0.578 0.469 -0.005 0.33
C 0.403883 0.648465 -0.243696 -2.491 -2.873 0.928 0.35
C 0.142467 2.081000 0.024866 0.001 -0.284 -0.829 -1.06
N -3.123822 0.707430 0.037385 -0.629 0.375 0.094 -0.51
H -1.494105 -2.788846 0.591621 2.224 1.310 -0.853 0.31
C -2.220023 -0.017866 0.051817 -0.124 -0.375 -0.109 0.39
H 1.651853 -0.753674 0.547310 0.837 -0.562 0.116 0.19
H 0.142710 -1.983514 1.057064 0.420 -0.641 0.068 0.29
C 1.720892 -0.057176 -0.273007 -0.248 1.012 -1.825 -0.89
```
Forces are in eV/Å.

Computed properties:
Spin multiplicity: 1
ΔE to the lowest compared entry with this formula, charge and spin, eV: 5.724
E, eV: -7852.43575

***

Entry 6:
Entry from OMol25: C6H9N as an isolated structure (ωB97M-V/def2-TZVPD).

XYZ file:
```
16
Properties=species:S:1:pos:R:3:forces:R:3:mulliken_charge:R:1
N 0.787101 0.366781 0.056364 -0.044 0.257 0.215 0.26
H -0.120317 0.424378 -1.882664 -0.010 -0.133 0.185 0.36
H 0.915361 1.981531 1.421097 -0.077 -0.102 -0.076 0.40
H -2.009908 -1.122861 -1.305877 0.177 -0.113 0.098 0.35
C -0.802897 -1.834231 0.405292 -0.531 -0.048 -0.246 -0.96
H 2.558832 -0.182536 1.013243 -0.079 -0.012 -0.026 0.28
H 2.066952 -1.230588 -0.383733 0.045 0.234 0.003 0.29
H -1.745138 1.480154 0.470826 0.124 0.013 -0.083 0.29
H -0.963304 2.511044 -0.776567 0.071 -0.181 0.065 0.30
C 0.407631 1.459700 0.613024 0.145 -0.154 0.006 -0.18
H 1.053452 -1.338140 1.052423 0.202 0.137 -0.203 0.42
C -1.185073 -1.004407 -0.584808 0.109 -0.068 0.152 -0.47
C 1.731218 -0.647408 0.473111 0.066 0.015 -0.072 -0.85
C -0.860694 1.614120 -0.158166 -0.111 0.069 0.025 -0.54
H -1.417759 -2.745697 0.422126 -0.143 0.150 0.033 0.17
C -0.415462 0.268156 -0.835692 0.057 -0.064 -0.076 -0.12
```
Forces are in eV/Å.

Computed properties:
Spin multiplicity: 1
ΔE to the lowest compared entry with this formula, charge and spin, eV: 5.628
E, eV: -7852.53121

***

Entry 7:
Entry from OMol25: C6H9N2 as an isolated structure in a non-equilibrium geometry (ωB97M-V/def2-TZVPD).

XYZ file:
```
17
Properties=species:S:1:pos:R:3:forces:R:3:mulliken_charge:R:1
H -1.729377 1.966176 -1.496293 -0.126 1.250 0.505 0.31
H -0.737954 0.899594 -2.482030 -0.575 0.339 0.271 0.34
H 2.004481 -1.187633 2.544359 -0.740 -0.245 -0.177 0.29
H 2.637852 -0.578777 0.924946 -1.737 -0.393 1.272 0.17
C -1.645826 -0.263271 0.552364 -3.568 0.334 -0.250 -0.37
N 1.931322 0.641688 -1.121287 -3.848 -1.463 2.263 -0.30
C 0.492151 -0.569094 1.058344 2.108 -0.435 1.305 1.00
H -1.179844 -1.320698 2.433960 0.746 1.182 -2.054 0.34
H -2.759602 -0.246641 0.705195 1.330 0.105 -0.827 0.36
C -1.472847 0.953856 -1.649734 1.109 -1.477 -2.327 -1.13
H -2.396427 0.437590 -1.989410 0.616 0.138 0.496 0.37
H 1.990740 -0.270715 -1.664723 0.521 1.103 1.329 0.34
C -0.858645 -0.779061 1.451802 0.064 -2.576 4.875 -0.55
C 1.707496 -0.810401 1.568194 1.846 0.188 -0.635 -0.90
N 0.402835 0.124427 -0.110762 1.804 2.216 -5.744 -0.22
H 2.473709 0.707394 -0.220933 -0.100 -0.435 -1.666 0.29
C -0.860065 0.295568 -0.503993 0.549 0.167 1.363 0.64
```
Forces are in eV/Å.

Computed properties:
Total charge: +1
Spin multiplicity: 1
ΔE to the lowest compared entry with this formula, charge and spin, eV: 4.969
E, eV: -9337.28396

***

- The highest E belongs to which entry?
  number 5